Molecular formula: C35H35Br2N6O4S3Ti
Method: DFT, ωB97M-V with the def2-TZVPD basis set

Geometry (Å):
Ti  0.3240  0.3094  -0.6855
C  4.1780  -0.4731  1.4978
C  3.1271  -0.3062  0.4425
N  1.9331  0.1111  0.7317
N  1.7445  0.4350  2.0723
C  0.8050  1.2832  2.2614
S  -0.1620  1.9841  0.9876
S  0.4423  1.6754  3.9458
C  0.4452  3.5002  3.8585
C  1.8083  4.0534  3.5505
C  2.1521  4.4060  2.2489
C  3.4255  4.8780  1.9608
C  4.3660  5.0045  2.9717
C  4.0273  4.6630  4.2742
C  2.7570  4.1895  4.5600
C  3.4721  -0.5959  -0.9472
C  4.5324  -1.4515  -1.2705
C  4.8803  -1.6836  -2.5841
C  4.2009  -1.0294  -3.6069
C  3.1585  -0.1692  -3.3211
C  2.7790  0.0234  -1.9963
O  1.7228  0.8183  -1.7269
H  4.0639  0.2742  2.2763
H  4.0652  -1.4533  1.9696
H  5.1697  -0.4090  1.0613
H  -0.3033  3.8312  3.1397
H  0.1085  3.8031  4.8501
H  1.4164  4.3187  1.4585
H  3.6783  5.1570  0.9454
H  5.3572  5.3781  2.7494
H  4.7537  4.7708  5.0695
H  2.4984  3.9192  5.5777
H  5.0740  -1.9561  -0.4821
H  5.6859  -2.3658  -2.8170
H  4.4870  -1.1970  -4.6370
H  2.6269  0.3500  -4.1070
Br  -3.2302  0.1711  -4.9628
C  -2.0997  -1.3322  -4.7077
C  -2.2480  -2.4193  -5.5630
C  -1.4351  -3.5142  -5.3479
C  -0.5290  -3.4862  -4.2955
C  -0.4783  -2.3489  -3.5086
N  -1.2435  -1.2744  -3.7157
C  0.4777  -2.3267  -2.3370
O  1.3198  -3.1717  -2.1766
O  0.2662  -1.3473  -1.4768
H  -2.9753  -2.3943  -6.3609
H  -1.5097  -4.3822  -5.9897
H  0.1305  -4.3140  -4.0765
Br  -2.6363  4.8329  -4.9342
C  -1.8901  3.5752  -3.7601
C  -2.3541  3.4723  -2.4591
C  -1.7809  2.5293  -1.6318
N  -0.7957  1.7108  -2.0306
C  -0.3702  1.8158  -3.2958
C  -0.8835  2.7303  -4.1920
H  -3.1437  4.1082  -2.0874
H  -2.1282  2.4097  -0.6167
H  0.4096  1.1364  -3.5960
H  -0.5079  2.7662  -5.2039
C  -6.1532  -3.6214  1.2348
C  -5.0531  -2.6644  1.5423
C  -4.5881  -2.3755  2.7932
C  -3.5369  -1.4397  2.9092
N  -2.9970  -0.8418  1.8628
C  -3.4867  -1.0771  0.6215
S  -2.9578  -0.2751  -0.7408
N  -4.4839  -2.0184  0.4988
C  -3.0205  -1.0467  4.2556
H  -6.4518  -4.1571  2.1314
H  -5.8361  -4.3435  0.4812
H  -7.0198  -3.0831  0.8466
H  -5.0104  -2.8555  3.6626
H  -4.8092  -2.1809  -0.4450
H  -3.1234  -1.8529  4.9801
H  -3.6052  -0.1945  4.6110
H  -1.9840  -0.7225  4.1897
C  0.1346  -2.6186  2.6425
C  -0.0901  -2.3520  1.1711
O  -0.4338  -0.9827  0.9228
H  0.5078  -3.6333  2.7851
H  -0.7916  -2.5238  3.2117
H  0.8658  -1.9189  3.0496
H  -0.8768  -2.9924  0.7586
H  0.8119  -2.5440  0.5936
H  -1.1763  -0.6784  1.4767

Properties
HOMO energy   -0.38922 Eh
Net charge   +1

Computed Mulliken charges, given in elementary charges: 0.11, -2.00, 0.81, 1.91, -1.01, 0.34, -0.62, -0.11, -1.31, 0.71, -0.01, -0.84, -0.43, -0.59, -0.41, 0.35, -0.85, -0.96, -0.54, -0.48, 0.73, -0.54, 0.42, 0.32, 0.57, 0.44, 0.57, 0.41, 0.41, 0.40, 0.40, 0.38, 0.52, 0.43, 0.44, 0.53, -0.09, 0.18, -0.69, -0.45, -0.92, 0.31, 0.01, -0.22, -0.65, 0.40, 0.44, 0.45, 0.50, -0.10, 0.15, -1.12, -0.32, 0.76, -0.38, -0.87, 0.49, 0.50, 0.25, 0.50, -1.44, 0.86, -1.13, 0.92, -0.15, -0.35, -0.20, 0.10, -1.19, 0.37, 0.38, 0.35, 0.44, 0.30, 0.41, 0.36, 0.18, -1.28, -0.43, 1.61, 0.45, 0.24, 0.23, 0.45, 0.29, -0.37